9
Properties=species:S:1:pos:R:3:forces:R:3:nbo_charge:R:1 method="wB97M-V/def2-TZVPD" e_tot_ha=-337.82236 fmax_ev_per_a=3.71 total_charge=-1 homo_ha="-0.0719 / -0.0713" molar_mass_da=87.06 orbital_gap_ev="6.36 / 6.31" de_lowest_kcal_mol=117.4
C 0.804 -0.723 0.131 2.57 -1.74 -2.04 -0.054
C -0.369 -0.050 -0.612 -0.01 0.27 -0.91 -0.340
N 1.525 -0.202 0.990 -0.18 -1.85 -0.08 -0.415
N -0.613 0.966 0.414 -0.75 0.64 -1.73 0.309
O -1.641 0.802 1.149 -0.85 -0.46 0.74 -0.669
O 0.471 1.375 0.864 -0.30 2.23 -0.10 -0.344
H 1.082 -1.618 -0.523 -0.11 0.29 1.16 0.115
H -0.077 0.254 -1.752 -0.43 -0.28 2.97 0.189
H -1.182 -0.805 -0.660 0.07 0.90 0.00 0.208